ORCA calculation (ωB97M-V/def2-TZVPD) on C4H9N3O in the gas phase.

Positions of all 17 atoms, in Å:
1 C -0.44406 1.78033 0.51111
2 C 1.92122 -0.00169 0.22625
3 N -1.19004 -0.55761 0.66329
4 C -0.78500 0.50852 -0.24982
5 C 0.66616 -0.65436 -0.26864
6 N -2.01975 -1.31332 0.04852
7 N 0.54118 -1.69834 -0.93904
8 O -1.31961 0.57726 -1.38585
9 H -2.17147 -2.24359 0.41387
10 H -2.17482 -1.05664 -0.94708
11 H 1.41810 -2.15664 -1.18450
12 H 0.20943 2.40345 -0.09626
13 H -1.37883 2.32034 0.66491
14 H 0.00830 1.59167 1.48338
15 H 2.78733 -0.62952 0.00552
16 H 2.06803 0.96835 -0.24872
17 H 1.86381 0.16180 1.30307

Results
LUMO (spin up / spin down) (Eh): 0.008 / 0.008
Energy above the lowest of the compared OMol25 structures with the same formula, charge and spin (kJ/mol): 362.95
Largest force on an atom (eV/A): 0.9


ORCA calculation (ωB97M-V/def2-TZVPD) on C17H14BrNO2 in the gas phase.

Positions of all 35 atoms, in Å:
1 O -0.54824 4.19726 -0.72535
2 C -0.30437 3.05163 -0.38555
3 C 1.04305 2.56025 -0.18826
4 C 1.34444 1.43707 0.49391
5 N 2.59143 0.93908 0.64014
6 C 2.90954 -0.11566 1.56960
7 C 1.84423 -1.21467 1.63367
8 O 1.49328 -1.64641 2.70691
9 C 1.28964 -1.72078 0.35997
10 C 1.90273 -1.52605 -0.87764
11 C 1.32303 -2.03760 -2.02345
12 C 0.13505 -2.74885 -1.95213
13 C -0.47356 -2.95966 -0.72471
14 C 0.09942 -2.44896 0.42300
15 H -0.36030 -2.59980 1.38831
16 H -1.39121 -3.52562 -0.66323
17 H -0.31150 -3.14288 -2.85294
18 H 1.80156 -1.88452 -2.97932
19 H 2.83623 -0.99081 -0.95066
20 H 3.03935 0.26458 2.59339
21 H 3.85109 -0.58620 1.26612
22 H 3.35577 1.52244 0.33198
23 H 0.56519 0.84199 0.95139
24 H 1.83227 3.19311 -0.57033
25 C -1.41810 2.07429 -0.16286
26 C -1.38742 0.80470 -0.73282
27 C -2.44604 -0.06662 -0.55789
28 C -3.53135 0.33388 0.20242
29 C -3.59043 1.59697 0.76619
30 C -2.53525 2.46756 0.56699
31 H -2.56584 3.46340 0.98235
32 H -4.45044 1.89615 1.34555
33 Br -4.97330 -0.88234 0.46617
34 H -2.42716 -1.04708 -1.00757
35 H -0.54283 0.50018 -1.33335

Results
SMILES: O=C(/C=C/NCC(=O)c1ccccc1)c1ccc(Br)cc1
LUMO (Eh): -0.010
Largest force on an atom (eV/A): 0.7


ORCA calculation (ωB97M-V/def2-TZVPD) on 2 unconnected molecules or ions with the total composition C7H14NO2S at a distorted geometry.

Positions of all 25 atoms, in Å:
1 C 2.29332 0.07362 0.42208
2 C 4.31795 -1.06341 -0.42343
3 C 4.29588 1.33190 -0.29904
4 C -3.50260 0.38074 -0.89985
5 C -5.47538 0.51638 0.59899
6 C 3.70396 0.05208 0.48005
7 C -4.67128 -0.16438 -0.51409
8 N 1.16383 0.04528 0.24322
9 O -0.72418 -1.52174 -0.84147
10 O -1.26524 -0.76824 1.41398
11 S -0.77401 -0.38394 -0.04521
12 H 3.77047 -1.28041 -1.26898
13 H 5.29577 -0.82530 -0.66342
14 H 4.33929 -1.95963 0.16922
15 H 5.35356 1.46417 0.10483
16 H 4.30132 0.94195 -1.23993
17 H 3.56825 2.07396 -0.15113
18 H -2.91437 -0.09758 -1.54346
19 H -3.19713 1.50973 -0.75429
20 H -1.70626 -1.50053 1.79048
21 H -4.90981 1.01790 1.41599
22 H -6.16232 -0.13075 1.14934
23 H -6.25682 1.20746 0.33417
24 H 4.18567 0.19750 1.40799
25 H -5.02988 -1.11676 -0.88604

Results
LUMO (Eh): -0.160
Energy above the lowest of the compared OMol25 structures with the same formula, charge and spin (kJ/mol): 339.31
Largest force on an atom (eV/A): 4.6
Net charge: +1


ORCA calculation (ωB97M-V/def2-TZVPD) on a molecular structure, C28H78I2O19 at a distorted geometry.

Positions of all 127 atoms, in Å:
1 C 0.18423 -1.40096 2.60024
2 C -0.43223 -1.80316 1.29898
3 C -1.72254 -1.30010 1.08018
4 C -2.42341 -1.53203 -0.08216
5 C -1.83324 -2.29354 -1.09387
6 C -0.55132 -2.79045 -0.90240
7 C 0.15675 -2.55796 0.29173
8 C 1.52699 -3.15901 0.38889
9 O 2.29332 -2.86657 -0.80845
10 C 3.30872 -1.99927 -0.64866
11 O 4.39320 -2.28611 -0.27082
12 O 2.98458 -0.73424 -1.05233
13 C 2.33549 0.08744 -0.10575
14 I 3.42908 0.37581 1.74017
15 C 2.03788 1.43991 -0.70963
16 C 0.95261 1.46075 -1.77719
17 I 3.80753 2.42629 -1.40089
18 H 0.44789 -0.34905 2.47966
19 H 1.09175 -1.90918 2.90879
20 H -0.55160 -1.45144 3.39714
21 H -2.17893 -0.71148 1.86325
22 H -3.40773 -1.10522 -0.21202
23 H -2.34585 -2.48306 -2.02487
24 H -0.07826 -3.37139 -1.68077
25 H 1.41963 -4.24183 0.42704
26 H 2.09651 -2.82877 1.25297
27 H 1.38647 -0.34530 0.20987
28 H 1.68039 2.04171 0.12082
29 H -0.00808 1.36560 -1.27098
30 H 0.93935 2.43076 -2.26019
31 H 1.03268 0.66261 -2.50859
32 C 1.14401 -6.24906 -1.88819
33 O -0.27168 -6.12861 -1.76860
34 H 1.58586 -5.34836 -1.46853
35 H 1.52482 -7.11362 -1.33988
36 H 1.44222 -6.33216 -2.93714
37 H -0.65989 -6.92336 -2.15679
38 C 3.89732 2.57453 5.57919
39 O 4.35934 1.49202 4.77442
40 H 2.81157 2.52228 5.59133
41 H 4.27639 2.49641 6.59965
42 H 4.20619 3.53444 5.15911
43 H 5.31930 1.52834 4.75481
44 C -2.34138 3.23071 -3.75901
45 O -1.99491 2.38900 -2.66368
46 H -1.87747 4.19527 -3.57236
47 H -1.95603 2.83335 -4.70170
48 H -3.42506 3.35580 -3.83973
49 H -2.40115 1.52801 -2.81078
50 C -2.31329 2.46675 2.21054
51 O -1.29548 1.55706 1.82373
52 H -2.07614 2.87594 3.18858
53 H -2.36500 3.27500 1.47501
54 H -3.28118 1.95840 2.24961
55 H -1.53583 1.22885 0.95115
56 C -6.20811 0.33271 -1.90858
57 O -4.84405 0.74760 -1.89049
58 H -6.27297 -0.56416 -2.51905
59 H -6.56022 0.09749 -0.89986
60 H -6.85635 1.09572 -2.34126
61 H -4.79767 1.54367 -1.34199
62 C -5.11335 3.68310 -0.18681
63 O -4.41081 2.72374 -0.98759
64 H -6.12656 3.31031 -0.06775
65 H -4.66261 3.79195 0.80093
66 H -5.15087 4.65657 -0.67918
67 H -3.50773 3.02729 -1.12335
68 C 6.37223 5.77585 6.27085
69 O 6.32323 4.66945 7.15807
70 H 5.45687 5.76166 5.68268
71 H 6.42650 6.72586 6.81114
72 H 7.22946 5.71004 5.59475
73 H 7.13664 4.68615 7.67568
74 C -1.36723 -6.96052 -5.11438
75 O -0.98882 -7.90150 -4.11401
76 H -1.06705 -5.97711 -4.76127
77 H -0.85425 -7.17141 -6.05437
78 H -2.44753 -6.96269 -5.28100
79 H -1.23227 -8.77889 -4.42051
80 C -1.01078 -5.44587 1.92148
81 O -0.09168 -6.20285 1.14361
82 H -0.56897 -5.30714 2.90649
83 H -1.18275 -4.47141 1.45912
84 H -1.97295 -5.95351 2.03831
85 H -0.46237 -6.30381 0.25540
86 C -8.45065 4.66306 1.70872
87 O -7.21169 5.31004 1.97449
88 H -8.21630 3.66995 1.33332
89 H -9.05556 4.55865 2.61293
90 H -9.03206 5.19498 0.95103
91 H -7.40160 6.19064 2.30763
92 C 8.66993 2.49590 5.74038
93 O 9.39575 3.54439 6.38036
94 H 8.45770 2.81023 4.72184
95 H 9.26363 1.57870 5.71463
96 H 7.72805 2.30830 6.26258
97 H 9.57557 3.25923 7.28017
98 C 1.61524 -9.09677 -6.87251
99 O 1.06789 -9.20432 -5.56564
100 H 1.25052 -9.94903 -7.44133
101 H 1.29499 -8.17468 -7.36506
102 H 2.70836 -9.12890 -6.86059
103 H 1.36232 -8.45454 -5.04125
104 C 1.67893 -5.26898 -8.31629
105 O 1.12005 -5.41736 -7.01532
106 H 1.29427 -6.08601 -8.92197
107 H 1.38309 -4.32368 -8.77751
108 H 2.77000 -5.33044 -8.29802
109 H 1.44874 -4.70095 -6.46558
110 C 7.91335 6.26722 10.35942
111 O 8.57861 5.39619 9.44785
112 H 6.90148 5.88904 10.47646
113 H 8.40349 6.27511 11.33562
114 H 7.86586 7.28927 9.97615
115 H 9.47624 5.71646 9.32675
116 C 0.33589 6.79437 -4.43614
117 O 0.25249 5.57044 -3.71738
118 H -0.65319 6.99119 -4.84273
119 H 0.61907 7.62763 -3.78764
120 H 1.04725 6.73084 -5.26362
121 H 1.11947 5.37662 -3.35017
122 C -10.17053 1.47167 -2.09755
123 O -9.39673 0.56466 -2.87263
124 H -9.62574 1.63959 -1.17161
125 H -10.30071 2.43105 -2.60529
126 H -11.15415 1.06143 -1.85453
127 H -9.86069 0.40278 -3.69791

Results
LUMO (Eh): 0.018
Largest force on an atom (eV/A): 4.3


ORCA calculation (ωB97M-V/def2-TZVPD) on a molecular structure, C13H19IN5OYb at a distorted geometry.

Positions of all 40 atoms, in Å:
1 C -0.12790 -0.31950 -1.85955
2 I -1.93487 -1.67515 -3.20189
3 H 0.09696 0.25718 -2.76409
4 H -1.07913 0.08240 -1.41161
5 H -0.00132 -1.41631 -1.96393
6 C 3.39196 -2.38459 0.53499
7 C 3.86755 -2.20305 -0.71401
8 N 3.01784 -1.31442 -1.34283
9 C 2.06865 -0.89436 -0.48922
10 N 2.26343 -1.59861 0.66216
11 H 3.77201 -2.99818 1.33943
12 H 4.74443 -2.60400 -1.20106
13 C -3.63890 1.20316 1.70205
14 C -2.10562 0.92426 0.02284
15 N -2.73066 0.33114 1.10901
16 H -4.09862 3.27711 1.11463
17 N -2.58652 2.17654 0.01865
18 H -4.26757 0.89310 2.52242
19 Yb -0.41561 0.31456 1.40304
20 C 1.00680 0.04848 -0.82166
21 O 0.91842 1.18103 -0.24565
22 C -3.55009 2.35987 1.01266
23 C -2.12419 3.18597 -0.91986
24 H -2.80145 4.04697 -0.88588
25 H -2.10226 2.77275 -1.93577
26 H -1.10925 3.52750 -0.66398
27 C -2.50566 -1.05072 1.50430
28 H -3.47128 -1.50992 1.74937
29 H -1.91592 -1.14340 2.44815
30 H -2.04324 -1.62881 0.68559
31 C 1.40558 -1.51853 1.84283
32 H 0.37620 -1.85447 1.58141
33 H 1.47647 -0.50470 2.29128
34 H 1.75609 -2.20340 2.62157
35 C 3.19672 -0.80603 -2.68538
36 H 2.40838 -1.14966 -3.36394
37 H 4.15396 -1.17796 -3.05025
38 H 3.22643 0.28706 -2.67462
39 N 1.03740 3.00781 3.21066
40 C 0.42478 2.07889 2.81815

Results
LUMO (spin up / spin down) (Eh): 0.180 / 0.179
Energy above the lowest of the compared OMol25 structures with the same formula, charge and spin (kJ/mol): 286.13
<S²>: 0.789
Spin multiplicity: 2
Largest force on an atom (eV/A): 4.7
Net charge: -2


ORCA calculation (ωB97M-V/def2-TZVPD) on C20H19F3N2O3 in the gas phase.

Positions of all 47 atoms, in Å:
1 C -3.13708 -2.15333 -1.57332
2 H -2.91657 -2.49421 -2.58328
3 O -4.37711 -2.72216 -1.23921
4 C -4.85829 -2.41127 0.04940
5 C -5.26746 -0.93782 0.18914
6 O -6.34884 -0.56693 -0.22541
7 N -4.41633 -0.07334 0.79261
8 C -3.06779 -0.29633 1.25112
9 C -2.08231 0.58828 0.52293
10 C -0.73589 0.25538 0.55895
11 C 0.20382 1.05262 -0.08008
12 C -0.22218 2.19178 -0.76178
13 C -1.56156 2.51641 -0.79539
14 C -2.51015 1.72630 -0.15502
15 C -3.96898 2.08287 -0.22554
16 C -4.76902 1.33327 0.83751
17 H -5.84003 1.42165 0.65244
18 H -4.53594 1.71890 1.83478
19 H -4.10033 3.15989 -0.10730
20 H -4.35354 1.80983 -1.21347
21 H -1.88385 3.40002 -1.32627
22 H 0.49933 2.82075 -1.26405
23 N 1.57242 0.76152 -0.08088
24 C 2.22729 -0.25702 0.54261
25 O 1.70233 -1.10204 1.23608
26 C 3.70943 -0.24193 0.31568
27 C 4.28468 0.13831 -0.89349
28 C 5.65798 0.10773 -1.04887
29 C 6.46070 -0.30304 0.00798
30 C 5.89753 -0.69903 1.21372
31 C 4.52362 -0.67672 1.35723
32 H 4.06009 -0.99562 2.27792
33 H 6.52941 -1.02853 2.02377
34 C 7.95371 -0.28545 -0.16540
35 F 8.45734 0.95659 -0.01046
36 F 8.33520 -0.68890 -1.38779
37 F 8.59697 -1.06320 0.71408
38 H 6.10950 0.39374 -1.98658
39 H 3.66904 0.42919 -1.73220
40 H 2.13913 1.43348 -0.57978
41 H -0.41326 -0.62506 1.08901
42 H -2.77264 -1.33704 1.13506
43 H -3.02243 -0.05951 2.32552
44 H -5.77541 -2.99765 0.14822
45 H -4.14667 -2.72886 0.82388
46 H -3.16517 -1.05790 -1.56448
47 H -2.34071 -2.49561 -0.89958

Results
SMILES: COCC(=O)N1CCc2ccc(NC(=O)c3ccc(C(F)(F)F)cc3)cc2C1
LUMO (Eh): -0.001
Energy above the lowest of the compared OMol25 structures with the same formula, charge and spin (kJ/mol): 0.00
Largest force on an atom (eV/A): 0.5


| no. | electronic energy (Ha) |
| --- | --- |
| 1 | -397.2124 |
| 2 | -3435.4522 |
| 3 | -878.1240 |
| 4 | -3138.2900 |
| 5 | -2311.8891 |
| 6 | -1408.4117 |